(1)
126
Properties=species:S:1:pos:R:3:mulliken_charge:R:1 method="wB97M-V/def2-TZVPD" gap_ev=10.1 e_homo_ev=-8.09 total_charge=-1 e_lumo_ev=2.045
O 1.754 1.646 -1.190 -0.73
C 0.716 0.983 -1.318 0.70
O 0.491 -0.107 -2.091 -0.80
B -0.881 -0.526 -2.063 1.27
O -1.535 0.388 -1.150 -0.53
C -0.651 1.278 -0.667 0.55
O -0.803 2.062 0.193 -0.55
O -1.149 -1.932 -1.681 0.26
C -1.885 -2.582 -2.589 0.59
O -2.339 -3.760 -2.519 -0.67
C -2.077 -1.635 -3.739 0.11
O -1.403 -0.472 -3.466 -0.45
O -2.827 -1.809 -4.719 -0.65
C -5.678 0.168 -6.175 0.25
Cl -4.815 -0.778 -7.465 -0.16
Cl -7.426 -0.054 -5.935 -0.19
H -5.150 -0.070 -5.251 -0.13
H -5.661 1.174 -6.596 0.23
C 4.756 -0.114 -1.696 0.21
Cl 4.349 -1.799 -2.130 -0.12
Cl 6.165 0.524 -2.614 -0.20
H 3.874 0.499 -1.880 0.02
H 4.946 -0.055 -0.624 0.10
C 4.063 2.340 1.686 -0.94
C 3.629 1.571 3.001 0.05
O 4.582 1.894 4.003 -0.29
C 5.792 1.348 4.195 0.78
O 6.366 0.521 3.447 -0.64
O 6.254 1.832 5.276 -0.35
C 7.384 1.344 5.942 -0.75
H 5.031 1.907 1.436 0.40
H 4.072 3.420 1.832 0.31
H 3.432 2.136 0.820 0.11
H 3.470 0.496 2.909 0.35
H 2.659 1.964 3.306 0.11
H 7.019 0.405 6.357 0.33
H 7.677 1.821 6.878 0.27
H 8.131 1.002 5.226 0.33
C -0.295 -4.715 5.188 -1.46
C -0.141 -4.697 3.633 0.41
O -1.430 -4.403 3.038 -0.32
C -1.768 -4.798 1.752 0.73
O -2.895 -4.653 1.306 -0.54
O -0.681 -5.388 1.099 -0.22
C -0.846 -5.571 -0.280 -0.63
H -0.969 -5.483 5.568 0.37
H -0.466 -3.729 5.622 0.24
H 0.675 -4.886 5.656 0.44
H 0.128 -5.738 3.452 0.37
H 0.663 -4.037 3.307 0.00
H -0.574 -4.649 -0.796 0.05
H -1.846 -5.798 -0.649 0.37
H -0.275 -6.447 -0.587 0.28
C 0.983 4.033 2.096 -0.59
C 0.940 4.657 0.737 -0.17
O 1.613 5.898 0.718 -0.33
C 0.923 7.062 1.146 0.69
O -0.212 7.183 1.662 -0.55
O 1.694 8.194 0.900 -0.32
C 2.895 8.157 0.225 -0.58
H 1.996 4.150 2.479 0.28
H 0.759 2.967 2.137 -0.12
H 0.330 4.495 2.836 0.37
H -0.094 4.869 0.466 0.36
H 1.101 3.910 -0.040 0.14
H 2.761 8.041 -0.851 0.25
H 3.588 7.483 0.728 0.25
H 3.372 9.107 0.465 0.28
C -6.693 -1.577 -1.808 -1.36
C -5.219 -1.451 -1.382 0.24
O -5.362 -0.998 -0.082 -0.29
C -5.298 -1.891 0.993 0.85
O -4.924 -3.068 0.983 -0.56
O -5.495 -1.271 2.178 -0.34
C -5.950 0.099 2.317 -0.62
H -7.065 -0.566 -1.977 0.32
H -7.252 -2.009 -0.978 0.36
H -6.964 -2.096 -2.727 0.35
H -4.777 -0.767 -2.106 -0.02
H -4.720 -2.420 -1.415 0.32
H -5.080 0.743 2.189 0.23
H -6.429 0.211 3.290 0.28
H -6.695 0.384 1.574 0.27
C -1.507 -1.213 2.078 -0.77
C -0.070 -0.731 2.346 -0.23
O 0.087 0.144 3.472 -0.37
C -0.198 -0.297 4.722 0.59
O -0.171 -1.498 5.040 -0.57
O -0.506 0.794 5.510 -0.30
C -0.856 0.665 6.866 -0.71
H -1.479 -1.936 1.264 -0.31
H -2.175 -0.380 1.856 0.39
H -1.820 -1.813 2.933 0.66
H 0.441 -0.287 1.493 0.22
H 0.479 -1.628 2.635 0.35
H -0.839 1.640 7.353 0.22
H -0.170 -0.057 7.308 0.32
H -1.882 0.300 6.919 0.29
O 0.076 4.005 -8.430 -0.58
C -0.632 4.670 -7.682 0.71
O -1.496 4.189 -6.793 -0.28
C -1.818 2.753 -6.962 -0.48
C -2.579 2.283 -5.646 -0.63
C -0.533 6.186 -7.639 -0.99
H -0.936 2.116 -7.027 0.33
H -2.286 2.593 -7.933 0.34
H -2.626 1.203 -5.505 0.16
H -3.618 2.601 -5.733 0.27
H -2.004 2.665 -4.803 0.28
H 0.428 6.398 -7.172 0.26
H -1.326 6.673 -7.071 0.29
H -0.436 6.767 -8.556 0.33
O 2.119 -4.388 1.571 -0.56
C 2.311 -3.982 0.456 -0.14
O 3.118 -4.466 -0.507 -0.13
C 3.963 -5.587 -0.350 -0.30
C 4.565 -5.884 -1.756 -1.13
C 1.526 -2.772 -0.143 0.40
H 3.309 -6.454 -0.255 0.27
H 4.651 -5.557 0.495 0.37
H 5.179 -4.999 -1.922 0.23
H 3.841 -6.112 -2.539 0.28
H 5.304 -6.684 -1.790 0.41
H 1.325 -2.988 -1.192 0.47
H 2.253 -1.991 -0.365 0.24
H 0.648 -2.502 0.444 -0.44

***

(2)
100
Properties=species:S:1:pos:R:3:mulliken_charge:R:1 method="wB97M-V/def2-TZVPD" gap_ev="5.2 / 8.0" e_homo_ev="-4.64 / -7.44" spin_multiplicity=3 e_above_lowest_kj_mol=0.00 e_lumo_ev="0.558 / 0.556"
O 1.001 -1.040 -1.788 0.77
O 0.955 -0.206 -5.478 0.02
C 2.438 -1.350 -1.743 -0.30
C 2.752 -2.568 -0.906 -1.26
H 2.915 -0.449 -1.338 0.44
H 2.796 -1.466 -2.782 0.09
H 2.365 -2.495 0.118 0.11
H 3.839 -2.645 -0.838 0.51
H 2.399 -3.501 -1.346 0.27
C 0.082 -2.166 -2.016 0.18
C 0.302 -2.699 -3.418 -1.40
H -0.954 -1.805 -1.868 -0.37
H 0.296 -2.904 -1.236 0.29
H 0.323 -1.893 -4.162 0.10
H -0.509 -3.386 -3.690 0.48
H 1.243 -3.252 -3.474 0.33
C -0.151 0.370 -6.231 -0.07
C 1.931 -0.836 -6.347 -0.35
C -1.429 -0.422 -6.063 -1.33
H 0.130 0.400 -7.298 0.55
H -0.291 1.409 -5.884 -0.11
H -1.300 -1.455 -6.409 0.37
H -2.201 0.049 -6.679 0.46
H -1.761 -0.419 -5.020 0.02
C 1.366 -1.981 -7.165 -1.38
H 2.734 -1.188 -5.684 0.31
H 2.351 -0.074 -7.028 0.40
H 0.819 -2.701 -6.546 0.25
H 2.202 -2.505 -7.634 0.44
H 0.710 -1.612 -7.961 0.35
H 1.154 0.216 -3.412 -0.92
N -0.672 -0.782 1.336 1.27
C -1.400 -0.149 2.284 1.52
C -2.005 1.085 2.093 -2.35
C -2.249 1.708 0.875 1.10
C -1.636 -0.848 3.594 -1.68
H -0.710 -1.194 4.068 0.23
H -2.328 -1.699 3.500 0.21
H -2.109 -0.129 4.276 0.49
C -3.314 2.754 0.734 -1.46
H -4.050 2.486 -0.038 0.20
H -2.890 3.741 0.498 0.22
H -3.854 2.847 1.687 0.50
N -1.526 1.397 -0.210 1.73
C -0.393 -2.185 1.533 -0.40
C 0.802 -2.593 2.161 0.36
C 1.746 -1.605 2.775 -1.69
C 1.090 -3.953 2.219 -0.28
H 2.050 -4.260 2.654 0.41
C 0.181 -4.898 1.753 -0.99
H 0.437 -5.955 1.780 0.41
C -1.063 -4.487 1.273 -1.02
H -1.812 -5.221 0.956 0.39
C -1.384 -3.135 1.207 1.21
C -2.766 -2.702 0.825 -1.59
C -1.769 2.024 -1.475 -0.76
C -1.163 3.265 -1.763 1.13
C -0.285 3.947 -0.759 -1.21
C -1.375 3.824 -3.026 -0.71
H -0.895 4.780 -3.262 0.41
C -2.187 3.178 -3.962 -1.21
H -2.336 3.625 -4.949 0.42
C -2.832 1.983 -3.633 -0.71
H -3.498 1.491 -4.351 0.43
C -2.660 1.405 -2.374 1.12
C -3.391 0.149 -2.002 -1.39
Ti 0.016 0.178 -0.318 0.51
H 2.492 -1.249 2.051 0.20
H 2.304 -2.106 3.582 0.56
H 1.243 -0.737 3.218 0.31
H -2.763 -1.879 0.096 0.17
H -3.370 -2.390 1.693 0.28
H -3.292 -3.550 0.365 0.45
H 0.003 4.937 -1.140 0.47
H 0.649 3.400 -0.559 -0.06
H -0.785 4.106 0.208 0.23
H -3.723 0.133 -0.954 0.29
H -2.789 -0.757 -2.182 0.07
H -4.292 0.048 -2.625 0.60
H -2.476 1.529 2.973 0.22
C 1.208 1.315 -3.135 3.31
Si 2.394 2.399 -4.203 0.45
H 0.180 1.697 -3.219 -1.53
H 1.540 1.408 -2.087 -0.92
C 4.048 1.549 -4.483 -1.08
C 2.703 4.035 -3.295 -1.17
C 1.843 2.979 -5.915 -1.09
H 2.604 3.650 -6.347 0.46
H 0.905 3.549 -5.865 0.29
H 1.704 2.157 -6.630 0.22
H 4.593 1.425 -3.536 0.32
H 4.684 2.154 -5.151 0.33
H 3.928 0.561 -4.948 0.24
H 2.828 3.889 -2.214 0.31
H 1.868 4.736 -3.446 0.28
H 3.613 4.531 -3.670 0.38
C 1.447 1.206 0.539 -1.62
H 2.088 1.710 -0.199 0.47
H 2.070 0.528 1.146 0.17
H 0.994 1.960 1.202 0.35